Below is the ion C5H8N with charge +1, with properties calculated with the ωB97M-V functional and the def2-TZVPD basis.

The geometry in ORCA input format:
```
! wB97M-V def2-TZVPD RIJCOSX def2/J DEFGRID3
* xyz 1 1
C 1.85 0.63 -0.12
C 0.10 -1.46 0.03
C 0.41 1.00 0.04
C -0.36 -0.28 0.01
C -1.90 -0.05 -0.08
N 2.37 -0.51 -0.12
H 2.47 1.42 -0.12
H -0.04 -2.55 0.30
H 0.14 1.61 0.90
H 0.21 1.77 -0.78
H 1.66 -1.44 0.21
H -2.29 -0.98 -0.58
H -2.22 0.77 -0.70
H -2.41 0.07 1.01
*
```

- Energy relative to the best compared isomer or geometry (same formula, charge and spin): 120.9 kcal per mole
- E: -249.63244 hartree
- HOMO: -16.03 eV
- Lowest unoccupied orbital energy: -6.78 eV

Atom charges from the natural (NBO) analysis, given in e for atoms 1 to 4: C 0.14; C 0.03; C -0.49; C -0.05